The following is a quantum chemistry calculation of a molecular structure, C37H36CdN3O11P2 in a non-equilibrium geometry, from the Open Molecules 2025 dataset.

Geometry (Å):
Cd: -0.040 0.349 -0.210
O: 0.238 3.078 -0.652
C: 1.626 3.285 -0.649
C: 2.344 2.375 0.353
N: 2.138 0.953 0.079
C: 2.712 0.618 -1.223
C: 1.707 0.789 -2.419
O: 2.192 1.138 -3.488
O: 0.488 0.535 -2.201
C: 2.696 0.130 1.155
C: 2.006 -1.256 1.260
O: 2.684 -2.277 1.326
O: 0.740 -1.188 1.346
H: -0.028 2.930 0.275
H: 1.853 4.331 -0.378
H: 1.969 3.119 -1.674
H: 1.942 2.592 1.349
H: 3.423 2.613 0.332
H: 2.978 -0.437 -1.225
H: 3.609 1.216 -1.442
H: 2.488 0.620 2.112
H: 3.784 -0.008 1.056
O: 1.557 -1.946 -1.149
P: 1.333 -3.348 -0.799
C: 0.307 -3.777 0.670
P: -0.986 -2.520 1.060
O: -1.394 -1.570 0.002
C: -2.420 -3.709 1.169
C: -3.639 -3.274 0.671
C: -4.768 -4.070 0.742
C: -4.687 -5.326 1.318
C: -3.480 -5.769 1.831
C: -2.360 -4.961 1.766
C: -1.115 -2.014 2.811
C: -0.649 -2.811 3.843
C: -0.852 -2.432 5.157
C: -1.518 -1.252 5.448
C: -1.989 -0.456 4.416
C: -1.798 -0.844 3.102
C: 0.458 -4.077 -2.228
C: -0.286 -3.169 -2.974
C: -0.838 -3.548 -4.183
C: -0.625 -4.831 -4.664
C: 0.115 -5.737 -3.922
C: 0.654 -5.365 -2.702
C: 2.826 -4.376 -0.575
C: 4.043 -3.862 -0.992
C: 5.210 -4.576 -0.778
C: 5.166 -5.813 -0.157
C: 3.949 -6.340 0.244
C: 2.783 -5.624 0.036
H: 0.975 -3.887 1.521
H: -0.186 -4.725 0.449
H: -3.678 -2.299 0.212
H: -5.711 -3.717 0.350
H: -5.559 -5.962 1.366
H: -3.410 -6.749 2.282
H: -1.430 -5.320 2.184
H: -0.117 -3.724 3.621
H: -0.489 -3.062 5.957
H: -1.669 -0.960 6.480
H: -2.492 0.473 4.631
H: -2.161 -0.239 2.286
H: -0.388 -2.156 -2.608
H: -1.408 -2.835 -4.766
H: -1.020 -5.116 -5.630
H: 0.294 -6.731 -4.307
H: 1.247 -6.069 -2.135
H: 4.064 -2.890 -1.463
H: 6.161 -4.164 -1.083
H: 6.078 -6.367 0.023
H: 3.913 -7.304 0.734
H: 1.838 -6.034 0.362
C: -2.974 0.169 -2.303
C: -3.066 0.975 -1.069
N: -2.080 1.182 -0.226
C: -2.556 1.964 0.781
C: -3.889 2.238 0.542
N: -4.183 1.600 -0.642
C: -4.927 3.019 1.254
O: -4.554 3.658 2.334
O: -6.064 3.035 0.823
C: -1.648 2.368 1.920
O: -2.159 2.999 2.871
O: -0.449 2.056 1.796
H: -2.613 -0.826 -2.044
H: -2.240 0.628 -2.966
H: -3.945 0.098 -2.789
H: -5.094 1.639 -1.079
H: -3.564 3.445 2.610

Cartesian forces (eV/Å) of the 2 atoms listed first:
-0.568 -0.272 0.970
-0.247 0.022 0.201

Values from the calculation:
Total charge = -1
Frontier orbital gap = 8.3 eV
Energy = -89097.2336 eV
LUMO energy = 2.266 eV
Energy relative to the best compared isomer or geometry (same formula, charge and spin) = 0.129 eV

These are the Mulliken partial charges, in e, on atoms 1 to 6: number 1, Cd, carries 4.442; number 2, O, carries -0.522; number 3, C, carries -0.858; number 4, C, carries -1.207; number 5, N, carries 0.145; number 6, C, carries -0.374


The following is a quantum chemistry calculation of 7 unconnected molecules or ions with the total composition C37H36F48IO11P, from the Open Molecules 2025 dataset.

Geometry (Å):
C: -1.279 -3.556 4.624
P: -0.935 -3.874 2.844
C: -0.353 -5.629 2.844
C: 0.692 -3.031 2.563
C: 1.785 -3.296 3.600
C: 3.147 -3.524 2.995
O: 3.407 -3.617 1.843
I: 4.727 -3.728 4.469
O: 0.529 -1.594 2.482
C: 0.366 -1.082 1.220
O: -0.616 -1.261 0.566
C: 1.536 -0.246 0.727
O: 2.506 -1.024 0.049
O: 1.911 -1.433 -1.189
H: -0.789 -2.653 4.993
H: -2.360 -3.443 4.744
H: -0.969 -4.408 5.241
H: -1.199 -6.244 2.527
H: 0.466 -5.728 2.129
H: -0.020 -5.950 3.835
H: 1.040 -3.404 1.592
H: 1.871 -2.425 4.260
H: 1.569 -4.152 4.247
H: 2.077 0.247 1.536
H: 1.141 0.525 0.053
H: 2.168 -2.366 -1.215
F: -1.992 4.902 -3.708
C: -0.847 5.410 -4.199
F: -0.922 5.399 -5.549
C: 0.357 4.565 -3.774
F: 0.277 3.334 -4.319
F: 1.437 5.191 -4.336
C: 0.671 4.464 -2.274
O: 0.241 3.298 -1.599
C: -0.989 3.195 -1.013
F: -1.661 4.358 -1.017
F: -0.790 2.855 0.282
C: -1.817 2.059 -1.627
F: -2.010 2.267 -2.942
F: -3.027 2.033 -1.018
H: -0.730 6.443 -3.861
H: 1.758 4.407 -2.229
H: 0.383 5.373 -1.746
H: -1.318 1.099 -1.483
F: 6.726 -8.677 7.513
C: 7.237 -9.886 7.212
F: 7.659 -10.465 8.357
C: 8.432 -9.757 6.262
F: 9.441 -9.108 6.875
F: 8.838 -11.043 6.039
C: 8.179 -9.157 4.871
O: 8.506 -7.794 4.679
C: 7.614 -6.785 4.911
F: 6.381 -7.241 5.190
F: 7.528 -6.054 3.777
C: 8.119 -5.828 5.999
F: 8.322 -6.487 7.153
F: 7.183 -4.872 6.217
H: 6.459 -10.512 6.767
H: 8.873 -9.686 4.220
H: 7.175 -9.388 4.516
H: 9.051 -5.358 5.681
F: -7.887 1.824 0.841
C: -7.077 2.411 -0.063
F: -7.607 3.612 -0.386
C: -6.966 1.566 -1.335
F: -8.164 1.496 -1.952
F: -6.118 2.266 -2.141
C: -6.349 0.166 -1.209
O: -7.236 -0.937 -1.145
C: -7.734 -1.413 0.031
F: -7.179 -0.826 1.106
F: -7.431 -2.732 0.097
C: -9.264 -1.324 0.072
F: -9.671 -0.047 -0.061
F: -9.697 -1.764 1.281
H: -6.090 2.568 0.379
H: -5.819 0.020 -2.149
H: -5.599 0.131 -0.417
H: -9.705 -1.929 -0.721
F: 6.098 5.684 -7.683
C: 5.254 6.223 -6.788
F: 5.843 7.330 -6.266
C: 4.958 5.253 -5.642
F: 6.082 5.008 -4.940
F: 4.106 5.946 -4.827
C: 4.240 3.938 -5.979
O: 5.038 2.777 -6.098
C: 5.602 2.394 -7.282
F: 5.192 3.149 -8.315
F: 5.204 1.125 -7.527
C: 7.133 2.350 -7.193
F: 7.621 3.562 -6.868
F: 7.626 1.998 -8.400
H: 4.330 6.522 -7.288
H: 3.615 3.740 -5.109
H: 3.565 4.059 -6.827
H: 7.442 1.620 -6.443
F: -13.031 -5.345 1.705
C: -12.194 -4.536 1.030
F: -12.618 -4.462 -0.253
C: -10.766 -5.086 1.038
F: -10.711 -6.257 0.372
F: -10.040 -4.168 0.333
C: -10.056 -5.210 2.394
O: -10.023 -6.490 2.997
C: -11.002 -6.927 3.843
F: -11.891 -5.966 4.145
F: -10.401 -7.295 5.000
C: -11.696 -8.186 3.307
F: -12.259 -7.941 2.109
F: -12.669 -8.545 4.173
H: -12.219 -3.534 1.466
H: -9.011 -4.999 2.170
H: -10.390 -4.439 3.088
H: -10.973 -8.997 3.210
F: 4.610 8.260 -2.078
C: 5.767 8.428 -2.752
F: 6.676 7.568 -2.241
C: 6.297 9.854 -2.595
F: 6.617 10.089 -1.306
F: 7.452 9.882 -3.323
C: 5.432 10.997 -3.144
O: 4.627 11.709 -2.223
C: 3.350 11.334 -1.920
F: 2.909 10.327 -2.695
F: 2.548 12.399 -2.156
C: 3.190 11.006 -0.430
F: 4.011 10.002 -0.074
F: 1.914 10.614 -0.211
H: 5.611 8.186 -3.807
H: 6.151 11.737 -3.490
H: 4.862 10.678 -4.018
H: 3.410 11.889 0.172

Cartesian forces (eV/Å) of the 2 atoms listed first:
-0.004 -0.319 0.266
-0.519 0.218 -0.457

Values from the calculation:
Total charge = 0
Frontier orbital gap = 9.1 eV
Energy = -209301.0407 eV
SMILES = CP(C)[C@H](CC(=O)I)OC(=O)COO.FC(F)C(F)(F)COC(F)(F)C(F)F.FC(F)C(F)(F)COC(F)(F)C(F)F.FC(F)C(F)(F)COC(F)(F)C(F)F.FC(F)C(F)(F)COC(F)(F)C(F)F.FC(F)C(F)(F)COC(F)(F)C(F)F.FC(F)C(F)(F)COC(F)(F)C(F)F
LUMO energy = 0.207 eV

These are the Mulliken partial charges, in e, on atoms 1 to 6: number 1, C, carries -1.004; number 2, P, carries 0.125; number 3, C, carries -1.110; number 4, C, carries 0.034; number 5, C, carries -0.891; number 6, C, carries 0.324


The following is a quantum chemistry calculation of a molecular structure, C37H36N5PPtS3 in a non-equilibrium geometry, from the Open Molecules 2025 dataset.

Geometry (Å):
Pt: -0.107 0.080 0.108
N: 1.230 -3.504 2.074
C: 0.574 -2.448 1.584
S: 1.578 -1.096 1.087
N: -0.735 -2.478 1.554
N: -1.258 -1.381 0.935
C: -2.546 -1.232 0.876
C: -3.525 -2.152 1.493
C: -3.491 -3.524 1.260
C: -4.422 -4.348 1.868
C: -5.378 -3.816 2.723
C: -5.406 -2.451 2.973
C: -4.485 -1.621 2.354
C: -3.000 -0.049 0.112
C: -4.330 0.170 -0.210
C: -4.672 1.267 -0.987
C: -3.670 2.104 -1.449
C: -2.358 1.804 -1.129
N: -2.028 0.773 -0.354
H: 2.228 -3.487 2.193
H: 0.704 -4.269 2.463
H: -2.758 -3.943 0.585
H: -4.403 -5.411 1.673
H: -6.105 -4.464 3.191
H: -6.140 -2.035 3.649
H: -4.494 -0.559 2.569
H: -5.080 -0.529 0.128
H: -5.707 1.448 -1.243
H: -3.888 2.962 -2.068
H: -1.540 2.394 -1.494
C: -0.374 3.868 -2.471
C: 0.970 4.231 -1.911
C: 1.388 5.543 -2.105
C: 2.620 5.993 -1.663
C: 3.481 5.109 -1.042
C: 3.093 3.795 -0.842
C: 1.834 3.337 -1.247
P: 1.481 1.535 -1.039
C: 3.083 0.869 -0.399
C: 3.810 0.036 -1.250
C: 5.031 -0.493 -0.863
C: 5.541 -0.188 0.388
C: 4.823 0.641 1.235
C: 3.588 1.172 0.875
C: 2.872 2.015 1.897
C: 1.355 0.862 -2.692
C: 1.987 1.443 -3.795
C: 1.946 0.802 -5.018
C: 1.269 -0.410 -5.140
C: 0.630 -0.971 -4.049
C: 0.662 -0.331 -2.810
C: -0.043 -0.976 -1.651
H: -0.624 4.525 -3.301
H: -1.152 3.996 -1.715
H: -0.397 2.846 -2.853
H: 0.730 6.224 -2.630
H: 2.912 7.022 -1.824
H: 4.462 5.429 -0.721
H: 3.800 3.123 -0.389
H: 3.436 -0.196 -2.237
H: 5.585 -1.121 -1.547
H: 6.494 -0.590 0.704
H: 5.222 0.881 2.212
H: 3.593 2.538 2.523
H: 2.271 1.382 2.549
H: 2.207 2.762 1.460
H: 2.522 2.378 -3.689
H: 2.446 1.235 -5.872
H: 1.235 -0.914 -6.096
H: 0.094 -1.905 -4.158
H: 0.430 -1.933 -1.414
H: -1.094 -1.161 -1.885
S: -0.544 1.144 2.457
C: -1.298 2.637 2.222
N: -2.359 3.037 2.894
C: -2.831 4.411 2.732
C: -2.014 5.042 1.588
S: -0.707 3.850 1.142
H: -2.732 2.439 3.619
H: -2.693 4.958 3.664
H: -3.895 4.398 2.497
H: -1.533 5.964 1.902
H: -2.625 5.242 0.711

Cartesian forces (eV/Å) of the 2 atoms listed first:
-0.296 1.507 0.844
-0.144 0.088 0.046

Values from the calculation:
Total charge = +2
Frontier orbital gap = 7.2 eV
Energy = -91434.1869 eV
LUMO energy = -6.188 eV
Energy relative to the best compared isomer or geometry (same formula, charge and spin) = 0.265 eV

These are the Mulliken partial charges, in e, on atoms 1 to 6: number 1, Pt, carries 0.669; number 2, N, carries -0.371; number 3, C, carries 0.494; number 4, S, carries -0.346; number 5, N, carries -1.614; number 6, N, carries 1.114


| no. | molecular weight (g/mol) |
| --- | --- |
| 1 | 873.065 |
| 2 | 1726.466 |
| 3 | 872.983 |